[1]
Density functional theory data (wB97M-V/def2-TZVPD) for a structure of composition C8H21ClNO2PTa.

XYZ file:
```
35
Properties=species:S:1:pos:R:3:nbo_charge:R:1
C 0.6133 -1.8738 3.0906 -0.53
C 0.5302 -0.4874 3.1715 -0.15
C -0.7801 0.3443 2.9521 -0.98
Ta -0.8983 1.2717 0.8039 2.17
N -1.1618 3.2256 1.7587 -1.26
O -0.9662 2.2512 -1.0890 -1.04
C -0.4172 -0.7777 -0.1419 -1.00
C -1.2928 -1.1421 -1.4166 -0.40
C -0.6624 -0.7131 -2.8000 -0.41
C 0.3537 -1.7434 -3.4203 -0.39
C 1.5519 -2.1421 -2.4622 -0.62
P 1.7041 1.6758 1.0203 0.43
O 2.2267 2.6667 -0.2774 -1.00
Cl 2.1253 2.7934 2.8006 -0.39
H 1.5267 -2.3627 2.6512 0.19
H -0.2049 -2.5321 3.4728 0.18
H 1.4665 0.0795 3.4342 0.21
H -0.6944 1.2317 3.6556 0.24
H -1.6946 -0.2653 3.1887 0.23
H -2.7161 0.9261 0.7969 -0.43
H -1.1728 3.9798 1.0619 0.35
H -2.1201 3.2081 2.1414 0.36
H -1.0663 3.2065 -0.9943 0.47
H 0.6930 -0.8154 -0.3089 0.23
H -0.6570 -1.5487 0.6570 0.25
H -2.2734 -0.5850 -1.2972 0.21
H -1.5906 -2.2373 -1.4296 0.18
H -0.2446 0.3270 -2.6847 0.23
H -1.5247 -0.6219 -3.5295 0.19
H -0.1128 -2.6766 -3.8313 0.19
H 0.8347 -1.2216 -4.3061 0.19
H 1.1941 -2.6581 -1.5264 0.21
H 2.0057 -1.1677 -2.1061 0.21
H 2.3648 -2.7233 -2.9716 0.20
H 3.0608 3.1078 -0.0644 0.48
```

Summary:
Net charge ... -1
Strongest force on any atom ... 2.70 eV Å⁻¹
Electronic energy ... -37582.7739 eV
E_LUMO ... 2.8 eV
Frontier orbital gap ... 6.490 eV



[2]
Density functional theory data (wB97M-V/def2-TZVPD) for a cluster of 2 separate species, HO5S2 in total.

XYZ file:
```
8
Properties=species:S:1:pos:R:3:nbo_charge:R:1
O 0.4005 -1.7834 0.8317 -0.97
O 1.1736 -1.7427 -1.4751 -0.98
O 1.4816 1.7792 0.8146 -0.92
O -2.2108 0.8046 0.3289 -0.68
O 0.0155 0.3498 -0.4725 -0.87
S 0.0285 -1.5787 -0.5684 1.68
S 1.2760 0.4086 0.3324 1.34
H -2.1648 1.7626 0.2083 0.41
```

Summary:
Net charge ... -1
Strongest force on any atom ... 4.05 eV Å⁻¹
Electronic energy ... -31921.7692 eV
E_LUMO (spin up / spin down) ... 3.7 / 2.3 eV
Frontier orbital gap (spin up / spin down) ... 9.271 / 5.054 eV
Energy relative to the best compared isomer or geometry (same formula, charge and spin) ... 388.3 kJ/mol



[3]
Density functional theory data (wB97M-V/def2-TZVPD) for a structure of composition C6H8N2.

XYZ file:
```
16
Properties=species:S:1:pos:R:3:nbo_charge:R:1
C 0.5735 -0.6075 -1.6803 -0.41
C 0.5902 0.8846 -1.6345 -0.21
C -0.6937 0.7894 1.6921 -0.13
C -0.9118 -0.7460 1.6300 -0.25
C -0.6627 -1.3765 0.4081 -0.20
C 0.5719 -0.8453 -0.2650 -0.11
H -0.0755 -1.0153 -2.4245 0.22
H 1.4971 -0.9276 -2.1751 0.19
H 1.5513 0.9892 -2.1489 0.19
H -0.1048 1.5630 -2.1937 0.21
H -1.5331 1.3359 2.1935 0.21
H -1.4993 -1.4453 2.1950 0.23
H -0.9726 -2.4330 0.1421 0.21
H 1.4613 -1.4051 -0.0230 0.19
N 0.4978 0.6638 -0.1698 -0.18
N -0.0877 1.4429 0.6744 -0.15
```

Summary:
Strongest force on any atom ... 6.03 eV Å⁻¹
Electronic energy ... -9326.6624 eV
E_LUMO ... 0.7 eV
Frontier orbital gap ... 8.366 eV
Energy relative to the best compared isomer or geometry (same formula, charge and spin) ... 486.8 kJ/mol



[4]
Density functional theory data (wB97M-V/def2-TZVPD) for a structure of composition C22H58AgN5O7.

XYZ file:
```
93
Properties=species:S:1:pos:R:3:mulliken_charge:R:1
Ag 1.5773 0.7599 -2.0649 0.71
C -1.4623 0.4188 1.0307 -0.95
C -0.3363 0.6312 -0.0015 1.22
O -0.0119 -0.4038 -0.6706 -0.29
O 0.2395 1.7246 -0.2076 -0.74
H -1.6841 1.2741 1.6690 -0.27
H -1.2636 -0.4013 1.7207 0.41
H -2.3683 0.2314 0.4545 0.54
C -3.4705 -5.1936 -0.3687 -1.19
C -2.3098 -4.1131 -0.3700 0.34
C -1.6691 -4.0352 -1.7234 -0.36
O -1.3187 -5.3665 -2.0376 -0.37
C -0.5503 -5.3287 -3.2784 -0.67
N -2.8097 -2.7901 0.0621 -0.68
H -3.1749 -6.1753 0.0013 0.27
H -3.8584 -5.2865 -1.3831 0.31
H -4.2536 -4.8108 0.2858 0.41
H -1.4549 -4.4559 0.2130 0.38
H -0.8644 -3.3073 -1.6200 -0.11
H -2.4987 -3.7280 -2.3602 0.33
H -0.2130 -6.3542 -3.4292 0.36
H 0.2807 -4.6234 -3.2776 0.16
H -1.0812 -5.0155 -4.1774 0.28
H -2.0190 -2.1755 0.1934 0.05
H -3.1392 -2.8257 1.0162 0.32
C 4.1982 0.4320 0.2834 -1.14
C 4.2338 -0.5188 -0.9164 0.10
C 5.1229 -1.8039 -0.7072 -0.98
O 5.3070 -2.5109 -2.0076 -0.36
C 6.1726 -3.5920 -1.9609 -0.74
N 2.9074 -0.9965 -1.3165 -0.22
H 3.4630 0.1075 1.0197 0.26
H 3.8424 1.3134 -0.2501 0.32
H 5.1545 0.6597 0.7543 0.45
H 4.6479 0.0664 -1.7375 0.36
H 4.7272 -2.4406 0.0842 0.38
H 6.1082 -1.5276 -0.3318 0.58
H 7.0189 -3.4408 -1.2909 0.32
H 6.5971 -3.8333 -2.9355 0.24
H 5.6157 -4.4681 -1.6286 0.31
H 3.0064 -1.7205 -2.0136 0.34
H 2.5133 -1.3459 -0.4547 0.08
C -1.0213 -2.0247 -4.8863 -1.28
C -0.1226 -0.8438 -4.3147 0.20
C -0.8895 0.3955 -4.0937 -0.98
O -0.1487 1.4614 -3.5134 -0.22
C -0.7221 2.7495 -3.4314 -0.90
N 0.6792 -1.3551 -3.2272 0.18
H -0.3013 -2.7761 -5.2105 0.42
H -1.5213 -1.6831 -5.7926 0.50
H -1.7403 -2.4514 -4.1870 0.19
H 0.6423 -0.5000 -5.0111 0.30
H -1.7476 0.0859 -3.4971 0.37
H -1.3778 0.7372 -5.0064 0.49
H -1.5844 2.7281 -2.7649 0.41
H -1.0125 3.0732 -4.4309 0.33
H 0.0522 3.3935 -3.0145 0.21
H 0.1209 -1.5010 -2.3982 -0.17
H 1.1417 -2.1889 -3.5603 0.26
C -4.1064 5.4059 -0.4158 -1.25
C -3.1452 5.2131 0.7923 0.29
C -3.6007 4.1836 1.8808 -0.64
O -2.6132 4.2017 2.8775 -0.34
C -2.8393 3.4560 4.0978 -0.80
N -1.8138 4.7878 0.2421 -0.68
H -4.0671 4.7077 -1.2519 0.28
H -4.1074 6.4822 -0.5884 0.32
H -5.1171 5.1737 -0.0799 0.37
H -3.0737 6.2304 1.1771 0.26
H -3.8702 3.1934 1.5136 0.31
H -4.5434 4.5348 2.3005 0.44
H -3.1201 2.4354 3.8374 0.32
H -3.7120 3.8945 4.5818 0.40
H -2.0232 3.6704 4.7879 0.20
H -1.6925 3.8932 -0.2106 0.14
H -1.3136 4.7113 1.1162 0.38
C 2.7676 1.8298 3.7536 -1.58
C 1.3042 1.4800 3.5835 1.37
C 0.5709 1.2022 4.9119 -0.69
O 0.7895 -0.0382 5.4774 -0.38
C 1.0348 -0.0957 6.8027 -0.74
N 0.8621 2.6201 2.7344 -0.61
H 3.2299 1.9266 2.7712 0.23
H 3.3252 1.0138 4.2133 0.41
H 3.0807 2.8026 4.1327 0.37
H 1.2498 0.5541 3.0110 -0.02
H -0.4938 1.3989 4.7858 0.14
H 1.0083 1.9222 5.6036 0.46
H 0.9520 -1.1525 7.0567 0.23
H 0.3319 0.5735 7.2990 0.35
H 2.0074 0.3345 7.0416 0.31
H 1.4081 2.7388 1.8931 0.32
H -0.0391 2.3846 2.3438 -0.22
```

Summary:
Net charge ... +1
Strongest force on any atom ... 4.02 eV Å⁻¹
Electronic energy ... -49524.4014 eV
E_LUMO (spin up / spin down) ... -3.2 / -7.2 eV
Frontier orbital gap (spin up / spin down) ... 7.663 / 3.719 eV
2S+1 ... 2



[5]
Density functional theory data (wB97M-V/def2-TZVPD) for a structure of composition C5H14NO.

XYZ file:
```
21
Properties=species:S:1:pos:R:3:nbo_charge:R:1
C -1.1186 0.5061 1.4301 0.00
O -2.0580 -0.0586 0.4740 -0.58
C 0.3078 0.7694 0.6654 -0.14
C 1.2439 -0.5320 0.3999 -0.14
C 0.4564 -1.6475 -0.2683 -0.67
C 2.4332 -0.0936 -0.5435 -0.58
N -0.1614 1.1711 -0.6320 -0.15
H -0.8578 -0.1377 2.2542 0.22
H -1.5542 1.4456 1.8688 0.25
H -1.5854 0.3687 -0.3332 0.48
H 0.9327 1.4676 1.2412 0.25
H 1.4390 -0.9551 1.4125 0.25
H 1.0569 -2.5568 -0.4758 0.27
H -0.5632 -1.8653 0.0950 0.26
H 0.3254 -1.3844 -1.3512 0.22
H 2.9779 0.4192 0.2373 0.23
H 1.9700 0.5662 -1.2679 0.20
H 3.0301 -0.9021 -0.9439 0.26
H -0.0690 2.1852 -0.6850 0.38
H -5.0216 -0.0688 -5.9898 0.02
H -4.4236 -0.3255 -5.5312 -0.02
```

Summary:
Net charge ... +1
Strongest force on any atom ... 4.21 eV Å⁻¹
Electronic energy ... -8935.5918 eV
E_LUMO ... -9.3 eV
Frontier orbital gap ... 6.474 eV
Energy relative to the best compared isomer or geometry (same formula, charge and spin) ... 812.0 kJ/mol



[6]
Density functional theory data (wB97M-V/def2-TZVPD) for a structure of composition C33H39NO6P2S2Se2Zn.

XYZ file:
```
86
Properties=species:S:1:pos:R:3:mulliken_charge:R:1
Zn -1.4834 2.9980 -0.8307 0.77
O -3.3201 2.1819 2.9429 -0.67
C -3.5168 3.3057 2.1139 -0.85
C -2.5623 4.4789 2.4191 2.16
C -2.8982 4.9937 3.8411 -1.19
O -2.7376 4.0219 4.8430 -0.60
C -2.8703 5.6053 1.4371 -1.69
Se -2.0499 5.5159 -0.3864 -0.49
C -1.0770 4.0974 2.4032 -1.52
Se -0.5689 2.4225 1.4563 0.28
H -2.4649 1.8054 2.6489 0.23
H -4.5509 3.6312 2.2855 0.58
H -3.4294 3.0214 1.0593 0.17
H -3.9398 5.3687 3.8524 0.38
H -2.2375 5.8283 4.1071 0.43
H -2.9621 3.1714 4.4140 0.47
H -2.5241 6.5585 1.8426 0.47
H -3.9498 5.6690 1.2801 0.38
H -0.7185 3.9641 3.4263 0.44
H -0.4988 4.8925 1.9299 0.40
O -3.1244 2.0294 -1.1616 -0.44
S -2.8879 2.0341 -2.6485 0.10
O -2.0614 0.6592 -2.9582 -0.17
O -1.9357 3.1511 -2.8764 -0.50
O -0.2056 1.5490 -1.5651 -1.12
C 4.1747 -3.7912 0.5558 -0.45
S 4.5805 -3.7561 -1.2165 -0.20
C 3.2659 -2.6481 -1.8288 -0.26
C 3.3620 -1.2583 -1.2411 0.47
C 2.2164 -0.3394 -1.6860 -1.30
N 0.9199 -0.7134 -1.1629 0.01
P -0.6055 0.2056 -2.0536 1.98
C 0.0514 -0.3433 -3.6847 0.33
C 0.1496 0.6224 -4.6783 -0.83
C 0.5615 0.2770 -5.9525 -0.77
C 0.8555 -1.0442 -6.2523 -0.54
C 0.8031 -2.0013 -5.2544 -1.24
C 0.4205 -1.6483 -3.9737 0.90
C -1.7022 -0.9847 -1.1655 0.70
C -2.0028 -2.1986 -1.7655 -1.01
C -2.8038 -3.1283 -1.1258 -0.73
C -3.3624 -2.8326 0.1057 -0.69
C -3.1453 -1.5867 0.6682 -0.62
C -2.3137 -0.6736 0.0414 0.23
P 0.5552 -0.4080 0.4614 0.38
C 2.1242 0.0836 1.2555 0.59
C 2.5617 1.3748 0.9632 -0.65
C 3.6962 1.8830 1.5635 -1.04
C 4.4060 1.1116 2.4681 -0.60
C 3.9711 -0.1664 2.7729 -0.66
C 2.8314 -0.6777 2.1806 -0.22
C 0.3154 -2.0815 1.1641 0.88
C 0.2129 -3.2343 0.3990 -0.89
C -0.2281 -4.4190 0.9595 -0.97
C -0.5833 -4.4661 2.2961 -0.56
C -0.4954 -3.3172 3.0708 -0.75
C -0.0565 -2.1370 2.5070 -0.64
H 4.6611 -4.6710 0.9687 0.44
H 3.0947 -3.8615 0.6604 -0.07
H 4.5439 -2.8924 1.0443 0.14
H 2.3214 -3.1179 -1.5629 -0.18
H 3.3803 -2.6340 -2.9134 0.34
H 4.3123 -0.8072 -1.5376 0.55
H 3.3456 -1.3267 -0.1552 -0.70
H 2.1621 -0.3601 -2.7793 0.90
H 2.4975 0.6836 -1.4107 -0.05
H -0.1173 1.6440 -4.4437 0.44
H 0.6559 1.0370 -6.7176 0.41
H 1.1197 -1.3306 -7.2625 0.36
H 1.0738 -3.0275 -5.4685 0.44
H 0.4319 -2.3834 -3.1840 0.11
H -1.6138 -2.4187 -2.7482 0.66
H -2.9822 -4.0895 -1.5975 0.41
H -3.9708 -3.5677 0.6181 0.36
H -3.6150 -1.3325 1.6078 0.46
H -2.1525 0.2963 0.4842 0.15
H 1.9749 1.9802 0.2864 0.39
H 4.0102 2.8924 1.3397 0.44
H 5.2922 1.5104 2.9420 0.34
H 4.5213 -0.7633 3.4884 0.42
H 2.4909 -1.6716 2.4413 0.45
H 0.4504 -3.1760 -0.6523 0.34
H -0.3076 -5.3124 0.3515 0.37
H -0.9527 -5.3854 2.7351 0.33
H -0.7819 -3.3484 4.1148 0.38
H -0.0097 -1.2236 3.0857 0.47
```

Summary:
Net charge ... -2
Strongest force on any atom ... 3.23 eV Å⁻¹
Electronic energy ... -267992.5548 eV
E_LUMO ... 3.8 eV
Frontier orbital gap ... 5.458 eV
Energy relative to the best compared isomer or geometry (same formula, charge and spin) ... 90.2 kJ/mol